[1]
The following is a quantum chemistry calculation of 10 unconnected molecules or ions with the total composition C36H60F2N9O3PSi, from the Open Molecules 2025 dataset.

Summary:
Charge: 0
Orbital gap: 0.28350 Eh
LUMO energy: -0.27 eV
DFT total energy: -2956.1263 hartree

Each atom is followed by the atoms it is bonded to, with distances in Å.
Positions of all 112 atoms, in Å:
1 C 4.353 -4.130 1.177  C2 1.672, H26 1.190, H27 1.177, H28 1.193
2 C 5.690 -3.127 1.227  C1 1.672, O3 1.471, H29 1.175, H30 1.183
3 O 6.498 -3.331 0.014  C2 1.471, C4 1.476
4 C 7.090 -2.067 -0.468  O3 1.476, C5 1.671, H31 1.186, H32 1.176
5 C 6.364 -1.736 -1.935  C4 1.671, O6 1.491, H33 1.177, H34 1.180
6 O 5.099 -0.974 -1.735  C5 1.491, C7 1.499
7 C 5.428 0.486 -1.651  O6 1.499, C8 1.673, H35 1.176, H36 1.193
8 C 4.094 1.317 -1.081  C7 1.673, O9 1.471, H37 1.170, H38 1.185
9 O 2.885 0.848 -1.775  C8 1.471, C10 1.471
10 C 1.894 1.918 -1.966  O9 1.471, P11 1.911, H39 1.190, H40 1.194
11 P 0.407 1.870 -0.766  C10 1.911, C12 1.935, H41 1.459, H42 1.440, H43 1.464
12 C -1.009 2.014 0.545  P11 1.935, F13 1.511, F14 1.482, C15 1.644
13 F -0.322 1.983 1.890  C12 1.511
14 F -1.665 3.341 0.462  C12 1.482
15 C -2.038 0.733 0.542  C12 1.644, C16 1.653, H44 1.193, H45 1.194
16 C -3.378 0.943 -0.403  C15 1.653, Si17 1.928, H46 1.189, H47 1.183
17 Si -4.791 -0.234 0.173  C16 1.928, C18 1.948, C19 1.964, C20 1.954
18 C -6.175 0.786 1.088  Si17 1.948, H48 1.183, H49 1.178, H50 1.192
19 C -4.159 -1.552 1.485  Si17 1.964, H51 1.174, H52 1.187, H53 1.172
20 C -5.565 -1.300 -1.270  Si17 1.954, C21 1.640, C25 1.673
21 C -4.949 -1.408 -2.786  C20 1.640, C22 1.672, H54 1.193
22 C -5.760 -2.420 -3.842  C21 1.672, C23 1.665, H55 1.174
23 C -7.128 -3.266 -3.411  C22 1.665, C24 1.650, H56 1.189
24 C -7.768 -3.129 -1.896  C23 1.650, C25 1.659, H57 1.175
25 C -6.956 -2.128 -0.851  C20 1.673, C24 1.659, H58 1.186
26 H 3.456 -3.545 0.657  C1 1.190
27 H 4.590 -5.134 0.610  C1 1.177
28 H 4.016 -4.408 2.287  C1 1.193
29 H 5.275 -2.037 1.366  C2 1.175
30 H 6.346 -3.441 2.160  C2 1.183
31 H 8.234 -2.258 -0.717  C4 1.186
32 H 6.959 -1.169 0.280  C4 1.176
33 H 6.084 -2.782 -2.397  C5 1.177
34 H 7.137 -1.171 -2.625  C5 1.180
35 H 5.695 0.930 -2.707  C7 1.176
36 H 6.348 0.645 -0.908  C7 1.193
37 H 4.347 2.450 -1.230  C8 1.170
38 H 4.058 1.065 0.076  C8 1.185
39 H 2.354 3.015 -1.909  C10 1.190
40 H 1.442 1.841 -3.068  C10 1.194
41 H 1.248 1.310 0.285  P11 1.459
42 H -0.352 0.983 -1.610  P11 1.440
43 H 0.371 3.331 -0.850  P11 1.464
44 H -1.497 -0.246 0.126  C15 1.193
45 H -2.365 0.576 1.679  C15 1.194
46 H -3.765 2.056 -0.240  C16 1.189
47 H -3.158 0.854 -1.562  C16 1.183
48 H -5.726 1.502 1.916  C18 1.183
49 H -6.804 1.470 0.364  C18 1.178
50 H -6.928 0.038 1.630  C18 1.192
51 H -5.015 -2.335 1.665  C19 1.174
52 H -3.284 -2.132 0.931  C19 1.187
53 H -3.740 -1.054 2.461  C19 1.172
54 H -3.978 -0.795 -3.107  C21 1.193
55 H -5.383 -2.592 -4.941  C22 1.174
56 H -7.696 -4.008 -4.146  C23 1.189
57 H -8.720 -3.697 -1.507  C24 1.175
58 H -7.413 -2.056 0.241  C25 1.186
59 C -3.963 -6.005 -4.010  C60 1.473, H62 1.095, H63 1.095, H64 1.095
60 C -4.442 -5.368 -2.772  C59 1.473, N61 1.163
61 N -4.821 -4.864 -1.794  C60 1.163
62 H -2.879 -6.158 -3.992  C59 1.095
63 H -4.426 -6.985 -4.165  C59 1.095
64 H -4.189 -5.397 -4.892  C59 1.095
65 C 3.906 0.148 4.279  C66 1.473, H68 1.095, H69 1.095, H70 1.095
66 C 5.049 -0.025 3.367  C65 1.473, N67 1.163
67 N 5.952 -0.162 2.646  C66 1.163
68 H 4.157 -0.147 5.303  C65 1.095
69 H 3.571 1.190 4.315  C65 1.095
70 H 3.046 -0.457 3.970  C65 1.095
71 C 0.667 -5.314 -0.427  C72 1.473, H74 1.095, H75 1.095, H76 1.095
72 C 1.622 -6.240 0.206  C71 1.473, N73 1.163
73 N 2.376 -6.971 0.705  C72 1.163
74 H 0.322 -4.547 0.274  C71 1.095
75 H 1.114 -4.794 -1.281  C71 1.095
76 H -0.221 -5.838 -0.796  C71 1.095
77 C -7.258 2.787 4.591  C78 1.473, H80 1.095, H81 1.095, H82 1.095
78 C -6.836 1.400 4.340  C77 1.473, N79 1.163
79 N -6.501 0.303 4.142  C78 1.163
80 H -7.284 3.015 5.662  C77 1.095
81 H -6.579 3.508 4.124  C77 1.095
82 H -8.260 2.983 4.195  C77 1.095
83 C 7.860 2.459 1.365  C84 1.473, H86 1.095, H87 1.095, H88 1.095
84 C 7.921 2.654 -0.093  C83 1.473, N85 1.163
85 N 7.970 2.808 -1.245  C84 1.163
86 H 6.965 2.919 1.797  C83 1.095
87 H 7.838 1.397 1.630  C83 1.095
88 H 8.726 2.900 1.869  C83 1.095
89 C -1.263 5.887 2.670  C90 1.473, H92 1.095, H93 1.095, H94 1.095
90 C -1.742 6.524 3.908  C89 1.473, N91 1.163
91 N -2.121 7.028 4.886  C90 1.163
92 H -0.179 5.733 2.688  C89 1.095
93 H -1.726 4.907 2.515  C89 1.095
94 H -1.489 6.495 1.788  C89 1.095
95 C -1.549 -3.608 -6.637  C96 1.473, H98 1.095, H99 1.095, H100 1.095
96 C -2.985 -3.487 -6.332  C95 1.473, N97 1.163
97 N -4.119 -3.392 -6.092  C96 1.163
98 H -1.258 -2.964 -7.474  C95 1.095
99 H -0.929 -3.324 -5.780  C95 1.095
100 H -1.278 -4.633 -6.907  C95 1.095
101 C -3.414 7.202 8.217  C102 1.473, H104 1.095, H105 1.095, H106 1.095
102 C -4.652 7.074 9.005  C101 1.473, N103 1.163
103 N -5.630 6.974 9.627  C102 1.163
104 H -2.915 8.159 8.399  C101 1.095
105 H -2.697 6.411 8.461  C101 1.095
106 H -3.611 7.139 7.141  C101 1.095
107 C 6.960 2.941 -4.751  C108 1.473, H110 1.095, H111 1.095, H112 1.095
108 C 7.021 3.136 -6.209  C107 1.473, N109 1.163
109 N 7.070 3.291 -7.361  C108 1.163
110 H 6.065 3.401 -4.319  C107 1.095
111 H 6.938 1.879 -4.486  C107 1.095
112 H 7.826 3.382 -4.247  C107 1.095

Atomic partial charges in e from the Löwdin method, atoms 1 to 99: atom 1 (C): -0.11, atom 2 (C): -0.25, atom 3 (O): -0.22, atom 4 (C): -0.16, atom 5 (C): -0.15, atom 6 (O): -0.21, atom 7 (C): -0.16, atom 8 (C): -0.17, atom 9 (O): -0.25, atom 10 (C): -0.42, atom 11 (P): 0.86, atom 12 (C): -0.49, atom 13 (F): -0.14, atom 14 (F): -0.10, atom 15 (C): -0.20, atom 16 (C): -0.27, atom 17 (Si): 0.52, atom 18 (C): -0.25, atom 19 (C): -0.23, atom 20 (C): -0.22, atom 21 (C): -0.07, atom 22 (C): -0.08, atom 23 (C): -0.08, atom 24 (C): -0.07, atom 25 (C): -0.07, atom 26 (H): 0.08, atom 27 (H): 0.07, atom 28 (H): 0.08, atom 29 (H): 0.08, atom 30 (H): 0.13, atom 31 (H): 0.13, atom 32 (H): 0.10, atom 33 (H): 0.14, atom 34 (H): 0.13, atom 35 (H): 0.12, atom 36 (H): 0.10, atom 37 (H): 0.12, atom 38 (H): 0.12, atom 39 (H): 0.10, atom 40 (H): 0.11, atom 41 (H): 0.05, atom 42 (H): 0.03, atom 43 (H): 0.03, atom 44 (H): 0.12, atom 45 (H): 0.12, atom 46 (H): 0.09, atom 47 (H): 0.07, atom 48 (H): 0.03, atom 49 (H): 0.05, atom 50 (H): 0.04, atom 51 (H): 0.05, atom 52 (H): 0.05, atom 53 (H): 0.04, atom 54 (H): 0.07, atom 55 (H): 0.01, atom 56 (H): 0.08, atom 57 (H): 0.08, atom 58 (H): 0.08, atom 59 (C): -0.08, atom 60 (C): -0.27, atom 61 (N): 0.15, atom 62 (H): 0.08, atom 63 (H): 0.08, atom 64 (H): 0.03, atom 65 (C): -0.06, atom 66 (C): -0.23, atom 67 (N): 0.15, atom 68 (H): 0.09, atom 69 (H): 0.08, atom 70 (H): 0.09, atom 71 (C): -0.08, atom 72 (C): -0.27, atom 73 (N): 0.13, atom 74 (H): 0.08, atom 75 (H): 0.08, atom 76 (H): 0.08, atom 77 (C): -0.07, atom 78 (C): -0.27, atom 79 (N): 0.13, atom 80 (H): 0.08, atom 81 (H): 0.08, atom 82 (H): 0.08, atom 83 (C): -0.07, atom 84 (C): -0.26, atom 85 (N): 0.14, atom 86 (H): 0.08, atom 87 (H): 0.05, atom 88 (H): 0.08, atom 89 (C): -0.07, atom 90 (C): -0.25, atom 91 (N): 0.13, atom 92 (H): 0.08, atom 93 (H): 0.07, atom 94 (H): 0.09, atom 95 (C): -0.06, atom 96 (C): -0.21, atom 97 (N): 0.14, atom 98 (H): 0.09, atom 99 (H): 0.09



[2]
The following is a quantum chemistry calculation of C5H8O2 in the gas phase, from the Open Molecules 2025 dataset.

Summary:
Charge: 0
Energy above the lowest of the compared OMol25 structures with the same formula, charge and spin: 557.9 kJ/mol
Orbital gap: 0.32824 Eh
LUMO energy: 0.21 eV
DFT total energy: -345.5925 hartree

Each atom is followed by the atoms it is bonded to, with distances in Å.
Positions of all 15 atoms, in Å:
1 O -0.663 -1.843 -0.011  C2 1.418, C7 1.760
2 C -1.314 -0.605 0.215  O1 1.418, C3 1.534, H9 1.095, H10 1.100
3 C -0.413 0.472 0.834  C2 1.534, C4 1.524, H11 1.097, H12 1.096
4 C 0.747 0.823 -0.090  C3 1.524, O5 1.411, C6 1.488, H13 1.110
5 O 1.539 1.814 0.528  C4 1.411, H14 0.967
6 C 1.521 -0.364 -0.545  C4 1.488, C7 1.323
7 C 0.962 -1.559 -0.626  O1 1.760, C6 1.323, H8 1.200, H15 1.083
8 H 0.611 -1.830 0.489  C7 1.200
9 H -2.160 -0.803 0.882  C2 1.095
10 H -1.709 -0.252 -0.750  C2 1.100
11 H -0.006 0.120 1.790  C3 1.097
12 H -1.002 1.371 1.048  C3 1.096
13 H 0.319 1.202 -1.042  C4 1.110
14 H 2.424 1.715 0.152  O5 0.967
15 H 1.107 -2.461 -1.209  C7 1.083

The net atomic charges from natural (NBO), expressed in e, are: atom 1 (O): -0.60, atom 2 (C): -0.07, atom 3 (C): -0.45, atom 4 (C): -0.01, atom 5 (O): -0.71, atom 6 (C): 0.00, atom 7 (C): -0.35, atom 8 (H): 0.46, atom 9 (H): 0.19, atom 10 (H): 0.17, atom 11 (H): 0.21, atom 12 (H): 0.23, atom 13 (H): 0.20, atom 14 (H): 0.48, atom 15 (H): 0.26